# 1
Entry from OMol25: the ion C2H2FO with charge -1 at a distorted geometry (ωB97M-V/def2-TZVPD).

Computed properties:
Maximum force: 0.0914 hartree/bohr
Orbital gap (spin up / spin down): 6.7 / 5.6 eV
SMILES: [O-]/C=C\F
Total charge: -1
HOMO energy (spin up / spin down): -1.6162 / -0.6891 eV
ΔE to the lowest compared entry with this formula, charge and spin: 3.706 eV
Electronic energy: -252.3589 a.u.

Geometry as XYZ:
```
6
Properties=species:S:1:pos:R:3:forces:R:3:mulliken_charge:R:1
O -0.870 1.011 -0.718 -2.18 -0.09 -1.77 -0.60
C -0.640 -0.309 -0.496 -1.50 2.11 0.64 -0.23
C 0.517 -0.023 0.204 3.76 -1.79 2.17 -0.26
F 1.743 0.074 -0.449 0.00 0.07 0.04 -0.30
H -1.377 -0.810 0.174 -0.28 -0.34 -0.81 0.04
H 0.628 0.057 1.286 0.19 0.04 -0.27 0.34
```
Forces are in eV/Å.

***

# 2
Entry from OMol25: a cluster of 2 separate species, C2H2FO2S in total at a distorted geometry (ωB97M-V/def2-TZVPD).

Computed properties:
Maximum force: 0.1092 hartree/bohr
Orbital gap: 6.3 eV
Total charge: -1
HOMO energy: -2.8329 eV
ΔE to the lowest compared entry with this formula, charge and spin: 1.921 eV
Electronic energy: -725.9240 a.u.

Geometry as XYZ:
```
8
Properties=species:S:1:pos:R:3:forces:R:3:mulliken_charge:R:1
C 0.086 -0.116 1.552 3.10 1.44 0.66 0.54
C -0.096 -0.758 0.328 -0.16 -1.97 -5.26 0.33
O 0.784 0.368 2.380 -0.48 0.03 0.75 -0.51
O -1.127 -0.276 1.160 -3.26 -0.01 1.38 -0.31
F 0.017 -2.132 0.257 -0.10 0.19 0.73 -0.26
S -0.307 1.815 -2.673 -1.15 0.00 -0.20 -0.85
H -0.249 -0.442 -0.760 0.87 0.55 1.56 0.14
H 0.891 1.542 -2.245 1.17 -0.21 0.37 -0.08
```
Forces are in eV/Å.

***

# 3
Entry from OMol25: a cluster of 2 separate species, C2H2FO2S in total at a distorted geometry (ωB97M-V/def2-TZVPD).

Computed properties:
Maximum force: 0.0448 hartree/bohr
Orbital gap: 5.9 eV
Total charge: -1
HOMO energy: -2.5883 eV
ΔE to the lowest compared entry with this formula, charge and spin: 2.081 eV
Electronic energy: -725.9181 a.u.

Geometry as XYZ:
```
8
Properties=species:S:1:pos:R:3:forces:R:3:mulliken_charge:R:1
C -1.244 -0.528 -0.217 -0.31 1.31 -1.07 0.53
C -1.077 0.901 -0.210 -1.46 1.63 0.08 0.14
O -1.481 -1.505 -0.823 0.01 -0.93 0.57 -0.44
O -1.240 0.076 0.978 0.18 -0.48 0.11 -0.30
F -2.251 1.712 -0.414 1.88 -1.32 0.17 -0.27
S 3.204 -0.813 0.143 0.79 -0.38 0.53 -0.92
H -0.186 1.522 -0.302 -0.15 -0.31 0.17 0.33
H 4.275 -1.366 0.845 -0.94 0.49 -0.57 -0.07
```
Forces are in eV/Å.

***

# 4
Entry from OMol25: a structure of composition C2H2FO2Tl at a distorted geometry (ωB97M-V/def2-TZVPD).

Computed properties:
Maximum force: 0.0646 hartree/bohr
Orbital gap (spin up / spin down): 4.9 / 3.9 eV
HOMO energy (spin up / spin down): -6.5504 / -6.0351 eV
ΔE to the lowest compared entry with this formula, charge and spin: 3.179 eV
Electronic energy: -500.0912 a.u.

Geometry as XYZ:
```
8
Properties=species:S:1:pos:R:3:forces:R:3:mulliken_charge:R:1
C 0.633 0.459 -0.907 0.39 -1.37 -0.38 0.09
C 0.746 -0.977 -0.370 -0.44 1.03 -0.15 0.56
O 0.064 -1.412 0.499 1.39 -1.39 -0.47 -0.35
O -0.202 1.170 -0.418 0.17 1.29 -0.45 -0.47
H 1.290 0.751 -1.746 -0.02 0.02 0.33 0.36
F 1.690 -1.680 -0.953 0.80 -0.38 -0.45 -0.23
Tl -1.589 0.182 1.349 -2.69 0.77 1.80 0.27
H -2.633 1.507 2.547 0.40 0.04 -0.22 -0.23
```
Forces are in eV/Å.